DFT (ωB97M-V/def2-TZVPD) results for a structure of composition C2H3N3.

Highest occupied orbital energy = -9.399 eV
Calculated total energy = -242.1170 a.u.
Orbital gap = 10.183 eV
Energy relative to the best compared isomer or geometry (same formula, charge and spin) = 408.9 kJ/mol

Structure (XYZ):
```
8
C2H3N3 | OMol25 | ωB97M-V/def2-TZVPD
N -0.3773 -1.0167 -0.0369
N 0.8289 -0.7445 0.4091
C 0.9200 0.5716 0.3657
C -0.3234 1.1925 -0.0081
N -1.1440 0.0886 -0.2300
H -0.7646 -1.9482 -0.0011
H 1.8443 1.0576 0.6472
H -0.9838 0.7991 -1.1458
```

DFT (ωB97M-V/def2-TZVPD) results for the molecule C2H3N3 at a distorted geometry.

Highest occupied orbital energy = -10.383 eV
Calculated total energy = -242.1604 a.u.
Orbital gap = 10.735 eV
SMILES = [H]/N=C/C1N=N1
Energy relative to the best compared isomer or geometry (same formula, charge and spin) = 294.9 kJ/mol

Structure (XYZ):
```
8
C2H3N3 | OMol25 | ωB97M-V/def2-TZVPD
H -0.5846 1.9376 -1.0420
N -0.3389 1.4592 -0.1847
C -0.1173 0.3159 -0.6127
C 0.1489 -0.7459 0.3402
N 0.7316 -0.4542 1.5873
N -0.4710 -0.7843 1.6560
H 0.2361 0.0149 -1.5546
H 0.3951 -1.7430 -0.1895
```

DFT (ωB97M-V/def2-TZVPD) results for the molecule C2H3N3 at a distorted geometry.

<S²> = 2.022
Highest occupied orbital energy (alpha / beta) = -5.320 / -10.695 eV
Calculated total energy = -242.0742 a.u.
Orbital gap (alpha / beta) = 6.324 / 7.814 eV
Energy relative to the best compared isomer or geometry (same formula, charge and spin) = 0.0 kJ/mol
2S+1 = 3

Structure (XYZ):
```
8
C2H3N3 | OMol25 | ωB97M-V/def2-TZVPD
C -1.2168 0.1371 0.0029
C 0.6185 -0.8187 -0.0605
N -0.6590 -1.0734 -0.0639
N -0.4102 1.1566 -0.0478
N 0.8250 0.5442 -0.0510
H -2.2243 0.4009 0.0256
H 1.3739 -1.4989 -0.1197
H 1.6928 1.1522 0.3144
```

> Which value of calculated total energy does entry 1 give?

-242.1170 a.u.